1.
Below is a structure of composition C25H42Al3BeBrCl2F9N2O9S, with properties calculated with ωB97M-V/def2-TZVPD.

Structure (ORCA input):
```
! wB97M-V def2-TZVPD RIJCOSX def2/J DEFGRID3
* xyz 1 1
H -5.7847 -1.1566 -0.0062
C 1.4772 -0.9497 -0.0224
O -2.3513 1.5992 1.9719
N 0.2952 -0.2318 0.5955
H -2.4361 4.6558 2.0163
Cl 2.5586 -4.0801 -2.2024
N -0.4631 0.3330 -2.7717
Al -4.1147 1.4960 -5.6835
H 1.5911 -0.1277 2.4556
C 2.7348 -3.7644 2.1865
H 1.0761 -1.8645 -0.6728
C 0.7912 0.5515 -3.2867
O -2.3120 -1.7359 -3.9144
C -6.0674 -0.3879 -0.7307
H -5.3930 -0.3982 -1.5900
F 1.4344 7.4428 7.4294
C 2.2812 0.1317 -0.9958
H -2.0420 2.0161 -3.0791
H 3.8525 -5.0489 -3.9252
H 1.4496 1.6349 -5.3849
O -4.2937 -0.0395 -4.0121
C 0.3278 1.8234 2.0902
H 0.4431 2.6304 -4.0803
O -5.0650 1.5994 0.2183
O 2.6582 -2.1822 -4.6380
S -2.9281 -0.4124 -3.3861
H 0.4482 -6.3622 2.3621
C -6.0608 0.9493 -0.0539
F 0.4578 7.3502 4.6569
H -1.4365 2.0843 -5.5151
C -0.9254 1.1624 -5.0021
C 0.6152 1.5589 -4.5681
H 2.7474 2.2183 2.2190
F 1.5447 4.9242 5.9148
C 1.3718 -4.4059 2.3918
O 1.4144 -0.7989 5.5987
H 3.0475 0.1328 -3.2233
Al 0.5973 6.4294 6.1982
C 0.5372 0.1651 2.0363
H -8.4676 -0.3094 0.7820
H 0.9977 -4.1630 3.3924
H 5.5580 -6.2399 -2.4508
C -8.2359 0.2826 -0.1096
H -0.3459 1.0617 7.2964
H 2.4601 5.0976 2.2878
C 3.6674 -5.2999 -2.8760
H -0.2590 -0.3867 2.7316
C 0.0001 5.0664 2.1926
F -1.0480 6.0002 6.7922
C 1.5203 4.3768 2.2270
H -7.8519 -1.5560 -1.2201
C 0.8378 0.3226 5.6579
H -0.6227 -0.2770 -1.9404
F 3.5495 6.2437 -3.6351
H 1.8962 -2.4938 -4.1847
H -0.9010 0.1954 -5.6854
H 3.4639 -4.1473 2.9073
C 2.1005 -0.1565 -2.5995
H 0.7731 -4.0768 0.5577
H -2.5338 1.4469 0.9839
Br 0.1685 -1.7457 -2.0526
F 5.0241 4.0231 -4.8774
H 1.9653 1.2125 -0.6694
C -7.5080 -0.5202 -1.1558
H 3.1096 -3.9558 1.1747
Al 3.4623 4.5133 -4.1264
H 3.1407 -6.2583 -2.8437
H 1.7674 -6.1830 1.2132
O 1.1632 1.4294 5.1441
H 2.1288 -6.3628 2.9457
H 1.9378 -1.3322 -2.7092
H 2.2326 -1.3836 0.7809
C 4.9635 -5.3973 -2.0869
F -3.1567 -0.6558 -1.6691
H -0.6730 -0.6348 6.8888
H -9.1623 0.7151 -0.4986
F 2.1289 4.2937 -5.3170
C -1.1935 2.5154 2.0388
F 3.1468 3.4927 -2.6766
H 2.6692 -2.6768 2.2983
H -0.1039 6.2356 2.2439
C -1.6468 0.9995 -3.5037
O 0.4490 -3.8661 1.4491
O -7.3353 1.3263 0.2585
Cl 5.9725 -3.9400 -2.2679
C -0.4449 0.3505 6.4709
H -0.6072 -0.7371 0.4572
H -1.2806 0.6583 5.8353
Be 4.7082 -1.3661 -0.0221
H 4.7750 -5.5483 -1.0195
C -1.3635 4.1545 2.0751
C 1.6931 2.7279 2.1866
C 1.4385 -5.9154 2.2237
H 3.4371 -0.0413 -0.7528
H -7.6443 -0.0567 -2.1405
*
```

The value obtained for the HOMO energy is -11.478 eV. The gap between HOMO and LUMO comes out at 3.17 eV.

2.
Below is a structure of composition C25H42BHgO29, with properties calculated with ωB97M-V/def2-TZVPD.

Structure (ORCA input):
```
! wB97M-V def2-TZVPD RIJCOSX def2/J DEFGRID3
* xyz 1 1
O 0.0560 4.4161 -1.1393
H 3.5583 1.0749 -4.4956
H 1.7301 3.2646 -0.4880
H -1.2096 -4.3435 -2.2227
H -3.0576 1.6895 4.7757
O 1.3886 2.7492 3.0070
H 3.4190 1.6756 0.2329
C 3.4886 -4.0349 -1.2797
H -0.6313 2.1830 -3.6038
O 0.5350 -2.6297 3.5098
H -3.0916 -2.7586 -5.2996
O -2.5730 -1.2995 -3.9647
O 0.8266 2.4808 5.3275
C -2.1097 2.1698 4.5327
H -2.7195 -5.1157 -2.2204
H 3.8928 2.6005 -3.7798
C 4.0018 0.9544 -0.3401
H -4.5232 1.1813 1.2273
C 1.1362 4.1456 -0.2448
H 1.4013 -2.8402 -5.1352
H 2.7719 2.4795 -5.2315
C 1.0673 -2.5208 -4.1480
O 1.8607 5.7839 6.3670
O 0.9631 -3.7729 1.6034
H -2.4628 -5.0346 2.7932
C 3.1056 2.0448 -4.2893
C 2.8751 1.0515 3.3203
H 0.1055 1.6576 -5.0703
Hg -0.2208 -0.0275 -0.3581
H 5.0717 1.0025 -0.1375
O 1.4775 0.7361 -1.4698
O -2.4927 -4.1252 -0.4663
H -3.2719 3.1602 -3.3341
O -3.0387 2.2505 2.1460
C -2.7941 -1.7103 -5.3261
O 3.5841 0.0935 3.0595
H -3.0918 2.7058 -1.6477
H 0.8652 3.8812 0.7773
C -3.9773 2.1161 1.0999
H -1.3757 2.5524 -5.1624
O 2.4431 -3.0754 -0.9903
O -1.7433 4.2098 -2.1278
O 0.7198 -1.8633 -1.4376
C 1.7932 1.6442 2.4459
H -2.5702 -3.3338 -2.4344
H 3.6611 -0.0407 -0.0539
O -1.6200 0.5853 -4.6491
C 1.5171 -4.8387 2.3618
C -0.8038 3.5380 -1.3943
H 2.4581 -4.5404 2.8241
C 1.6788 4.6427 5.8242
O 3.6609 1.2442 -1.6613
H -0.6541 -1.7423 4.9412
C -1.9579 1.4997 2.2060
H -4.5769 3.0245 1.0401
C -0.8649 1.7790 -4.5889
C 0.6098 -2.5171 2.1609
C -2.3151 -2.9717 0.2686
O -1.5613 0.1044 -2.3878
C 2.3518 1.1923 -2.1463
O -1.4804 1.4931 3.3948
O 1.9446 -2.9179 -3.1243
H 4.2713 -3.6085 -1.9072
H 3.1955 -4.9860 -1.7241
O 2.3906 4.1548 4.7534
O 2.0715 1.7750 -3.3749
O 2.8781 1.7734 4.5235
H -3.7560 -4.0823 2.8616
H 3.9769 -4.2723 -0.3345
B 1.8889 2.8362 4.4040
H 1.7449 -5.6635 1.6867
H -3.5421 -1.1570 -5.8939
C 0.6693 3.5647 6.1607
H -3.4155 1.9356 0.1835
H -1.5299 2.2126 5.4547
H -3.5277 -5.0600 1.4014
C 0.2805 -1.5618 4.4102
H 0.3644 -0.5716 3.9623
H 0.0345 -2.8690 -4.1632
C -1.9244 -0.1653 -3.5755
O -0.1914 3.7349 7.0140
H -3.8883 4.2399 -2.2057
O -1.4475 0.8541 1.2895
H -1.9227 -1.6429 -5.9776
O 1.2627 1.2122 1.3852
O -2.4818 -3.1977 1.5798
C -3.0565 3.5481 -2.3385
O -0.7970 2.3497 -0.9808
C 1.6697 -2.5586 -1.8677
O -2.0488 -1.7933 -0.1011
C -3.0307 -4.4002 2.1126
O 0.4539 -1.4861 1.4715
C -2.2325 -4.2047 -1.8726
H -2.3537 3.1884 4.2309
H 0.8912 -1.4455 -4.1776
H 1.8449 4.9630 -0.1116
H 0.8960 -5.0496 3.2324
H 1.1305 -1.5704 5.0926
*
```

The value obtained for the HOMO energy is -11.325 eV. The gap between HOMO and LUMO comes out at 9.21 eV.